#a
Entry from the Open Molecules 2025 dataset: a gas-phase ion, C2H3O2 (charge -1) (ωB97M-V/def2-TZVPD).

Values from the calculation:
- net charge = -1
- structure (SMILES) = CC(=O)[O-]
- frontier orbital gap (eV) = 8.263

Last columns: bonded neighbours and bond lengths (Å).
Cartesian coordinates (Å):
1 O -0.718 0.985 -1.274  C2 1.298
2 C -0.808 0.096 -0.333  O1 1.298, O3 1.227, C4 1.452
3 O -1.630 -0.677 0.148  C2 1.227
4 C 0.507 -0.144 0.235  C2 1.452, H5 1.147, H6 1.133, H7 1.069
5 H 1.322 -0.155 -0.572  C4 1.147
6 H 0.846 0.781 0.794  C4 1.133
7 H 0.482 -0.886 1.003  C4 1.069

#b
Entry from the Open Molecules 2025 dataset: a gas-phase ion, C2H3O2 (charge -1) (ωB97M-V/def2-TZVPD).

Values from the calculation:
- net charge = -1
- structure (SMILES) = CC(=O)[O-]
- frontier orbital gap (eV) = 8.285

Last columns: bonded neighbours and bond lengths (Å).
Cartesian coordinates (Å):
1 O 0.863 -0.604 -0.866  C2 1.253
2 C 0.037 0.062 -0.198  O1 1.253, O3 1.227, C4 1.577
3 O -0.251 1.243 -0.362  C2 1.227
4 C -0.547 -0.550 1.133  C2 1.577, H5 1.204, H6 1.147, H7 1.046
5 H -1.078 -1.512 0.640  C4 1.204
6 H 0.340 -0.763 1.829  C4 1.147
7 H -1.098 0.098 1.741  C4 1.046

Of them, the most stable is #b and the least stable is #a.

#a
Entry from the Open Molecules 2025 dataset: a single C4H11N3S molecule (ωB97M-V/def2-TZVPD).

Values from the calculation:
- structure (SMILES) = [H]/N=C(\N)[C@@H](CS)NC
- frontier orbital gap (eV) = 9.361

Last columns: bonded neighbours and bond lengths (Å).
Cartesian coordinates (Å):
1 C -0.655 0.648 1.955  H5 1.060, H6 1.111, H7 1.079, N16 1.447
2 C -0.526 -0.087 -0.421  C3 1.550, C4 1.510, H9 1.148, N16 1.483
3 C -0.477 -1.582 -0.012  C2 1.550, H10 1.052, H11 1.052, S19 1.810
4 C 0.841 0.350 -0.891  C2 1.510, N17 1.316, N18 1.276
5 H -0.864 1.529 2.505  C1 1.060
6 H 0.447 0.521 1.889  C1 1.111
7 H -1.080 -0.196 2.477  C1 1.079
8 H -2.129 0.769 0.574  N16 1.023
9 H -1.184 0.129 -1.336  C2 1.148
10 H -1.390 -1.922 0.383  C3 1.052
11 H 0.285 -1.786 0.684  C3 1.052
12 H 0.665 -2.121 -1.999  S19 1.344
13 H 0.382 2.177 -0.250  N17 1.000
14 H 1.789 2.086 -1.240  N17 1.001
15 H 2.627 0.158 -1.404  N18 1.033
16 N -1.108 0.825 0.593  C1 1.447, C2 1.483, H8 1.023
17 N 0.954 1.661 -0.888  C4 1.316, H13 1.000, H14 1.001
18 N 1.799 -0.429 -1.215  C4 1.276, H15 1.033
19 S -0.376 -2.731 -1.406  C3 1.810, H12 1.344

#b
Entry from the Open Molecules 2025 dataset: a single C4H11N3S molecule (ωB97M-V/def2-TZVPD).

Values from the calculation:
- structure (SMILES) = CC(C)N/N=C/NS
- frontier orbital gap (eV) = 8.711

Last columns: bonded neighbours and bond lengths (Å).
Cartesian coordinates (Å):
1 C 2.256 1.302 -0.482  C2 1.495, H5 1.180, H6 1.094, H7 1.299
2 C 2.116 -0.097 0.026  C1 1.495, C3 1.556, H8 1.255, N16 1.510
3 C 1.602 0.010 1.491  C2 1.556, H9 1.221, H10 1.196, H11 1.129
4 C -0.698 -1.134 -0.049  H13 1.042, N17 1.255, N18 1.408
5 H 3.189 1.840 0.000  C1 1.180
6 H 1.304 1.665 -0.085  C1 1.094
7 H 2.716 1.614 -1.656  C1 1.299
8 H 3.221 -0.603 0.340  C2 1.255
9 H 0.857 0.929 1.791  C3 1.221
10 H 1.190 -0.850 2.212  C3 1.196
11 H 2.453 0.407 2.116  C3 1.129
12 H 1.718 -0.987 -1.808  N16 1.058
13 H -0.497 -2.096 0.296  C4 1.042
14 H -2.345 -1.428 0.407  N18 0.968
15 H -2.628 0.546 -1.415  S19 1.418
16 N 1.277 -1.001 -0.847  C2 1.510, H12 1.058, N17 1.279
17 N 0.109 -0.486 -0.760  C4 1.255, N16 1.279
18 N -1.866 -0.595 0.522  C4 1.408, H14 0.968, S19 1.630
19 S -2.467 0.816 -0.032  H15 1.418, N18 1.630

Of them, the most stable is #a and the least stable is #b.

#a
Entry from the Open Molecules 2025 dataset: 2 unconnected molecules or ions with the total composition C3H6I2Si (ωB97M-V/def2-TZVPD).

Values from the calculation:
- structure (SMILES) = C[SiH](I)I.C#C
- frontier orbital gap (eV) = 9.733

Last columns: bonded neighbours and bond lengths (Å).
Cartesian coordinates (Å):
1 C -3.152 0.254 -0.602  C2 1.185, H8 1.060
2 C -2.536 -0.354 -1.411  C1 1.185, H9 1.065
3 C 0.402 0.119 0.927  Si4 1.890, H10 1.075, H11 1.134, H12 1.137
4 Si 2.076 -0.152 0.093  C3 1.890, I5 2.497, I6 2.432, H7 1.508
5 I 3.667 1.734 0.473  Si4 2.497
6 I 3.149 -2.260 0.658  Si4 2.432
7 H 1.572 -0.359 -1.314  Si4 1.508
8 H -3.635 1.107 -0.198  C1 1.060
9 H -1.849 -0.722 -2.138  C2 1.065
10 H -0.317 0.216 0.135  C3 1.075
11 H 0.145 -0.604 1.761  C3 1.134
12 H 0.477 1.022 1.615  C3 1.137

#b
Entry from the Open Molecules 2025 dataset: 2 unconnected molecules or ions with the total composition C3H6I2Si (ωB97M-V/def2-TZVPD).

Values from the calculation:
- frontier orbital gap (eV) = 7.498

Last columns: bonded neighbours and bond lengths (Å).
Cartesian coordinates (Å):
1 C 1.054 -1.424 1.468  C2 1.307, H7 1.044, H8 1.128
2 C 0.877 -1.248 0.185  C1 1.307, Si4 1.931, H9 1.189
3 C -2.260 1.441 -1.052  I6 2.165, H10 1.041, H11 1.042, H12 1.087
4 Si 1.971 -0.177 -0.991  C2 1.931, I5 2.512
5 I 4.217 -0.138 0.132  Si4 2.512
6 I -0.718 2.142 0.296  C3 2.165
7 H 0.475 -2.040 2.081  C1 1.044
8 H 1.919 -1.057 2.092  C1 1.128
9 H -0.044 -1.706 -0.412  C2 1.189
10 H -3.098 1.974 -0.738  C3 1.041
11 H -2.084 1.876 -1.983  C3 1.042
12 H -2.309 0.356 -1.077  C3 1.087

Of them, the most stable is #a and the least stable is #b.